DFT (ωB97M-V with the def2-TZVPD basis set) results for the molecule C11H13NO2 in a non-equilibrium geometry.

CARTESIAN COORDINATES (ANGSTROEM)
C: 2.721 -1.649 0.326
C: 3.470 -0.679 -0.257
C: 1.362 -1.511 0.545
C: 2.949 0.623 -0.498
C: 0.841 -0.270 0.376
C: 1.636 0.833 -0.058
C: -0.106 2.225 0.308
C: -0.572 0.076 0.795
C: -1.240 -0.235 -1.713
C: -2.905 0.790 -0.006
C: -1.766 -0.187 -0.241
N: 1.052 2.071 -0.138
O: -0.898 -0.076 2.140
O: -2.239 -1.501 0.070
H: 3.019 -2.531 0.889
H: 4.513 -0.830 -0.328
H: 0.733 -2.205 1.084
H: 3.659 1.333 -0.843
H: -0.719 3.066 0.222
H: -1.854 -0.971 -2.378
H: -0.106 -0.395 -1.588
H: -1.337 0.761 -2.166
H: -3.680 0.532 -0.725
H: -3.324 0.731 1.071
H: -2.491 1.860 -0.249
H: -0.144 -0.464 2.456
H: -2.573 -1.398 0.906

Calculated values
E in Ha: -631.9528
Spin multiplicity: 3
Charge: 0
Highest occupied orbital energy (spin up / spin down) in eV: -5.4 / -8.7
ΔE to the lowest compared entry with this formula, charge and spin in eV: 2.4880

These are the natural (NBO) partial charges, in e, on atoms 1 to 8: atom 1 (C): -0.254, atom 2 (C): -0.188, atom 3 (C): -0.174, atom 4 (C): -0.242, atom 5 (C): -0.232, atom 6 (C): 0.202, atom 7 (C): 0.050, atom 8 (C): 0.406



DFT (ωB97M-V with the def2-TZVPD basis set) results for a cluster of 2 separate species, C11H13NOS in total in a non-equilibrium geometry.

CARTESIAN COORDINATES (ANGSTROEM)
C: -1.168 2.949 0.533
C: -2.507 2.633 0.309
C: -0.199 1.992 0.372
C: -2.871 1.341 -0.038
C: -0.545 0.671 0.007
C: -1.923 0.343 -0.162
C: 0.397 -0.264 -0.400
C: -2.285 -1.066 -0.523
C: 0.120 -1.695 -0.439
C: -1.280 -2.042 0.084
C: 4.244 -1.143 0.283
N: 2.545 0.530 0.212
O: 3.035 -0.603 0.779
S: 3.314 1.250 -0.945
H: -0.897 3.955 0.818
H: -3.264 3.395 0.415
H: 0.842 2.207 0.539
H: -3.916 1.101 -0.188
H: -3.297 -1.288 -0.180
H: -2.280 -1.168 -1.616
H: 0.234 -2.023 -1.483
H: 0.901 -2.209 0.128
H: -1.296 -1.944 1.171
H: -1.538 -3.070 -0.175
H: 5.069 -0.443 0.445
H: 4.159 -1.352 -0.788
H: 4.410 -2.060 0.843

Calculated values
E in Ha: -954.9154
Charge: 0
Highest occupied orbital energy (spin up / spin down) in eV: -6.9 / -7.2
ΔE to the lowest compared entry with this formula, charge and spin in eV: 6.4270

These are the natural (NBO) partial charges, in e, on atoms 1 to 8: atom 1 (C): -0.223, atom 2 (C): -0.177, atom 3 (C): -0.152, atom 4 (C): -0.221, atom 5 (C): -0.181, atom 6 (C): 0.019, atom 7 (C): 0.238, atom 8 (C): -0.434



DFT (ωB97M-V with the def2-TZVPD basis set) results for the molecule C11H13O2P in a non-equilibrium geometry.

CARTESIAN COORDINATES (ANGSTROEM)
C: -3.409 0.209 0.595
C: -2.814 0.161 -0.656
C: -2.618 0.837 1.634
C: -1.510 0.419 -0.867
C: -1.215 0.909 1.432
C: -0.599 0.665 0.224
C: 2.578 -0.895 0.441
C: 2.474 -0.090 1.491
C: 1.493 -0.585 -0.548
C: 0.810 0.740 0.034
C: 0.658 -1.813 -0.756
O: 1.484 0.816 1.455
O: 0.251 -1.892 -2.088
P: 1.447 2.390 -0.641
H: -4.333 -0.328 0.772
H: -3.344 -0.192 -1.494
H: -2.986 0.974 2.607
H: -1.266 0.198 -1.875
H: -0.648 1.348 2.349
H: 3.529 -1.586 0.253
H: 3.057 0.015 2.445
H: 1.919 -0.352 -1.432
H: -0.262 -2.020 -0.154
H: 1.291 -2.770 -0.616
H: -0.348 -1.168 -2.349
H: 1.671 1.913 -1.994
H: 2.690 2.096 -0.261

Calculated values
E in Ha: -918.6603
SMILES: OC[C@@H]1C=CO[C@]1(P)c1ccccc1
Charge: 0
Highest occupied orbital energy in eV: -8.6
ΔE to the lowest compared entry with this formula, charge and spin in eV: 2.0957

These are the natural (NBO) partial charges, in e, on atoms 1 to 8: atom 1 (C): -0.200, atom 2 (C): -0.218, atom 3 (C): -0.188, atom 4 (C): -0.198, atom 5 (C): -0.195, atom 6 (C): -0.116, atom 7 (C): -0.321, atom 8 (C): 0.138



DFT (ωB97M-V with the def2-TZVPD basis set) results for the molecule C11H13PS in a non-equilibrium geometry.

CARTESIAN COORDINATES (ANGSTROEM)
C: -3.177 -2.504 2.400
C: -3.138 -1.333 1.604
C: -2.084 -3.422 2.331
C: -2.037 -1.083 0.764
C: -0.972 -3.066 1.606
C: -0.866 -1.910 0.825
C: 2.010 0.669 -1.062
C: 0.767 0.126 -0.439
C: 0.809 3.053 -0.597
C: 1.675 2.182 -1.448
C: 2.799 2.852 -2.229
P: 0.720 -1.751 -0.008
S: 0.029 2.563 -2.130
H: -3.976 -2.595 3.141
H: -4.058 -0.627 1.578
H: -2.264 -4.427 2.645
H: -2.097 -0.292 0.013
H: -0.019 -3.689 1.676
H: 2.931 0.876 -0.302
H: 2.231 0.092 -2.006
H: 0.741 0.784 0.456
H: -0.064 0.324 -1.081
H: 0.915 4.053 -0.322
H: 3.596 3.058 -1.629
H: 2.370 3.728 -2.634
H: 3.158 2.342 -3.154

Calculated values
E in Ha: -1166.3139
Charge: 0
Highest occupied orbital energy (spin up / spin down) in eV: -8.2 / -7.4
ΔE to the lowest compared entry with this formula, charge and spin in eV: 3.6519

These are the natural (NBO) partial charges, in e, on atoms 1 to 8: atom 1 (C): -0.196, atom 2 (C): -0.222, atom 3 (C): -0.228, atom 4 (C): -0.193, atom 5 (C): -0.183, atom 6 (C): -0.412, atom 7 (C): -0.401, atom 8 (C): -0.742